# 1
# C29H21I2N5O3Zn

A structure of composition C29H21I2N5O3Zn (wB97M-V/def2-TZVPD, the Open Molecules 2025 dataset).

Last column: Mulliken charge in e.
Geometry (Å):
O -1.068 6.300 2.507  -0.723
I 5.062 -1.912 -4.794  0.057
C -0.302 2.827 3.125  -0.527
C 1.189 -0.048 -2.428  -0.136
C -1.243 3.868 1.192  -0.649
H -2.522 -4.462 -1.804  0.450
C -0.384 1.615 2.468  1.267
H 1.226 -1.151 5.857  0.452
I -0.711 -0.272 -4.752  0.013
C -0.114 0.300 3.120  -0.135
H 1.698 -0.378 1.467  0.210
C 1.121 -0.449 -3.777  -0.332
C -1.296 2.623 0.593  0.972
C -0.709 3.983 2.469  -0.788
H 2.309 1.191 -0.175  0.435
O 0.170 0.458 -1.811  -0.306
H 4.460 -0.892 -1.930  0.398
H -2.571 -2.119 -1.000  0.476
C 0.716 -1.049 4.909  -0.534
C 2.429 -0.244 -1.778  0.955
O -0.160 5.303 4.328  -0.728
C -0.446 -4.720 -1.254  -0.404
H 0.034 2.941 4.147  0.552
H 1.599 -4.605 -0.602  0.486
C -1.639 -4.017 -1.370  -0.838
C -0.633 5.355 3.181  0.451
C 0.219 -2.164 4.249  -0.813
H 3.564 -0.044 0.010  0.396
H -2.079 4.399 -1.335  0.414
C -2.006 2.354 -0.695  0.371
H -0.374 -5.741 -1.601  0.435
C 0.538 -2.776 -0.267  1.211
H 2.111 -1.261 -5.491  0.384
C -1.670 -2.714 -0.927  -0.762
N -0.580 -0.776 2.476  0.069
C -3.473 1.765 -2.914  -0.869
H -1.625 4.771 0.737  0.538
C 2.208 -0.969 -4.455  -0.343
C 0.549 0.202 4.340  -0.738
C -2.373 3.383 -1.549  -0.830
N -0.607 -2.107 -0.385  1.156
C 2.539 0.135 -0.332  -1.471
H -3.410 3.865 -3.360  0.452
H 1.904 -2.542 1.350  0.543
H -0.811 -2.816 2.476  0.436
N -2.326 1.074 -0.937  0.225
N -0.818 1.538 1.208  0.237
H 0.318 -3.157 4.662  0.437
C -3.041 0.799 -2.023  -0.138
Zn -0.541 -0.058 -0.022  -0.328
H -4.054 1.482 -3.779  0.457
H 0.925 1.086 4.832  0.435
H -3.271 -0.243 -2.199  0.346
H 2.604 -2.326 -0.245  0.588
C -3.116 3.081 -2.676  -0.457
N 1.580 -0.641 0.498  0.037
C 3.520 -0.766 -2.455  -0.415
C 1.731 -2.089 0.370  -1.445
C 0.650 -4.094 -0.696  -1.061
C 3.419 -1.124 -3.790  -0.438
C -0.416 -1.972 3.033  -0.134

## Properties
- Lowest unoccupied orbital energy: -0.76 eV
- Kohn-Sham gap: 7.1 eV

***

# 2
# C29H22BiCl3N9O6S2

A structure of composition C29H22BiCl3N9O6S2 in a non-equilibrium geometry (wB97M-V/def2-TZVPD, the Open Molecules 2025 dataset).

Last column: Mulliken charge in e.
Geometry (Å):
C -2.066 -0.712 -2.879  -0.071
C -2.912 -2.930 -2.538  -0.225
S 2.772 1.126 2.430  -0.256
N 1.245 -3.974 1.766  0.015
C -2.010 -1.919 2.440  0.058
H -3.658 5.794 -0.130  0.267
H 8.137 2.418 1.139  0.348
C 1.912 -3.209 -0.508  -0.441
N 1.811 2.736 -1.333  0.088
C -2.244 4.392 0.677  -0.782
C -1.651 3.151 0.527  -0.255
H -5.132 5.140 -1.910  0.214
C -3.554 4.001 -1.305  1.022
C 1.734 -3.039 0.920  0.448
H -2.852 0.338 -4.588  0.457
C 1.818 -2.209 2.908  -0.326
C -2.930 2.761 -1.454  -0.692
Cl -4.723 -1.444 -5.768  -0.253
C 6.442 1.230 0.596  -0.748
C 7.118 2.143 1.382  -0.437
H -1.973 5.006 1.527  0.466
C 1.789 -4.075 -2.526  -0.436
C 1.296 -3.459 3.036  -1.019
O -1.116 2.922 3.070  -0.761
H -1.404 0.083 -2.562  0.551
O -0.636 -0.947 -0.541  -0.193
C -3.691 -1.621 -4.375  0.420
N -4.495 4.436 -2.243  -0.591
C -2.865 -0.573 -4.004  -0.878
N -2.549 0.691 2.052  -0.407
S -0.507 2.649 1.796  1.517
C -3.527 -0.144 2.357  -0.424
N -1.012 -1.101 2.167  0.147
N 2.103 -1.966 1.592  0.025
C 4.440 1.444 1.977  0.143
H -4.515 0.303 2.433  0.420
H -4.962 3.700 -2.746  0.229
H 1.516 -4.761 -3.309  0.438
H 0.743 -4.798 1.491  0.250
C -3.714 -2.809 -3.663  -0.767
N 2.591 -2.394 -1.284  0.032
H -2.912 -3.837 -1.947  0.443
C -1.309 0.183 1.959  0.152
O 0.757 3.280 1.548  -0.645
H -1.502 1.374 -0.656  0.086
C -3.189 4.822 -0.238  -0.999
N -0.260 1.015 1.624  -0.225
C 5.140 0.873 0.906  0.738
C -2.098 -1.882 -2.129  -0.081
H -4.354 -3.620 -3.983  0.415
H -3.206 2.127 -2.290  0.199
O 0.715 2.162 -1.208  -0.377
H 0.682 -4.861 -0.906  0.298
H 7.002 3.387 3.134  0.400
Cl 4.440 3.061 4.156  -0.234
C 6.489 2.692 2.485  -0.630
O 2.729 2.240 -0.654  -0.416
Bi 1.493 0.306 0.394  1.884
C -1.980 2.339 -0.544  0.738
C 2.520 -2.923 -2.541  -0.704
H 2.018 -1.465 3.660  0.488
H -4.134 -2.174 2.790  0.401
N 1.423 -4.261 -1.221  -0.111
H 0.942 -4.000 3.896  0.416
O -1.358 -3.065 -0.212  -0.803
C -3.325 -1.498 2.558  -0.937
H 2.998 -2.438 -3.376  0.444
H 6.918 0.771 -0.260  0.402
C 5.179 2.349 2.769  0.034
H -1.736 -2.962 2.577  0.285
C -1.270 -1.997 -0.845  -0.124
Cl 4.417 -0.372 -0.064  -0.132

## Properties
- Relative energy (zero: lowest compared OMol25 entry of this formula, charge and spin): 76.22 kJ/mol
- Lowest unoccupied orbital energy: 2.30 eV
- Total charge: -1
- Kohn-Sham gap: 7.6 eV